# 1
# C26H55BBaF4NO12

A structure of composition C26H55BBaF4NO12 in a non-equilibrium geometry (ωB97M-V/def2-TZVPD, the OMol25 dataset).

```
! RIJCOSX wB97M-V def2-TZVPD def2/J DEFGRID3
* xyz 1 1
Ba -2.0826 -0.1216 -2.3534
B -0.5377 0.1231 0.4477
F -1.8773 -0.2646 0.2613
F 0.0687 -0.0469 -0.7680
F -0.5104 1.4586 0.7375
F 0.1148 -0.5706 1.4488
C -0.8561 3.0655 3.3816
C -0.9016 1.8011 3.8528
C -0.4939 1.5542 5.1494
C 0.0929 2.5546 5.8915
C 0.0628 3.8652 5.4297
C -0.4441 4.1472 4.1685
N 0.6736 2.2565 7.2695
O 1.0239 3.2444 7.8974
O 0.7181 1.0997 7.6185
H -1.1605 3.2975 2.3717
H -1.2108 1.0292 3.1636
H -0.5630 0.5148 5.4346
H 0.3598 4.6578 6.1005
H -0.4695 5.1754 3.8389
C 2.3720 3.8060 1.1718
O 3.3150 2.7158 1.0545
C 2.7339 1.4227 0.7961
C 3.7821 0.3717 0.4760
O 5.0396 0.2555 1.2199
C 4.8840 0.1019 2.6208
H 1.7765 3.7282 2.0814
H 1.6923 3.9776 0.3371
H 2.9270 4.7290 1.3396
H 2.1098 1.3707 -0.0961
H 2.2083 0.9955 1.6501
H 4.1379 0.5255 -0.5427
H 3.2153 -0.5590 0.5010
H 4.3109 0.9492 2.9973
H 5.8438 0.0585 3.1355
H 4.3606 -0.8150 2.8919
C -1.2262 -3.6024 -0.8847
O -1.0321 -2.6327 -1.9709
C 0.3845 -2.5344 -2.3066
C 0.6332 -1.9587 -3.6608
O 0.1798 -0.5898 -3.7710
C 0.5965 0.0325 -4.9430
H -0.9234 -4.6370 -1.0460
H -2.2880 -3.5437 -0.6455
H -0.7383 -3.2120 0.0083
H 0.7725 -3.5473 -2.4142
H 1.0657 -1.9822 -1.6592
H 0.1208 -2.6777 -4.2999
H 1.7121 -1.9629 -3.8161
H 1.5746 0.4673 -4.7372
H -0.0704 0.8423 -5.2389
H 0.7165 -0.6543 -5.7809
C -4.3999 -3.3214 -2.4604
O -3.8337 -2.1880 -1.7796
C -4.6481 -1.7470 -0.7002
C -5.5353 -0.5805 -0.9613
O -4.8750 0.5152 -1.6711
C -5.7905 1.2960 -2.4679
H -3.7221 -3.5306 -3.2879
H -5.2919 -2.9556 -2.9690
H -4.5473 -4.1713 -1.7940
H -3.9129 -1.3925 0.0223
H -5.2020 -2.5416 -0.2004
H -5.7871 -0.2894 0.0585
H -6.4384 -0.9431 -1.4523
H -6.6183 1.7668 -1.9378
H -6.2350 0.5831 -3.1624
H -5.2610 2.0299 -3.0755
C -3.4262 2.0343 0.3033
O -2.8233 2.1437 -0.9518
C -2.0745 3.3668 -1.2444
C -1.5227 3.3399 -2.6917
O -0.7775 2.1167 -2.9561
C 0.5289 2.3270 -2.5145
H -4.2618 2.7312 0.3685
H -2.8133 2.3901 1.1314
H -3.8017 1.0351 0.5238
H -1.2686 3.5136 -0.5252
H -2.7314 4.2349 -1.2994
H -0.9914 4.2316 -3.0247
H -2.3724 3.1527 -3.3482
H 0.6211 2.7326 -1.5069
H 1.1116 3.0090 -3.1337
H 1.1133 1.4097 -2.5856
C 4.2545 -4.0432 -2.0548
O 4.1173 -4.4312 -0.7178
C 4.5690 -3.4776 0.2910
C 4.2182 -3.9020 1.7417
O 2.8623 -4.0843 2.0602
C 2.0111 -2.9671 1.7516
H 3.9688 -4.8416 -2.7397
H 5.2873 -3.7886 -2.2931
H 3.6839 -3.1687 -2.3674
H 4.2478 -2.4387 0.2158
H 5.6569 -3.4266 0.2467
H 4.5445 -3.0998 2.4037
H 4.7619 -4.8084 2.0079
H 2.2734 -1.9996 2.1796
H 1.0165 -3.2617 2.0866
H 1.9215 -2.8419 0.6725
*
```

The HOMO-LUMO gap comes out at 0.3022 hartree. The value obtained for the HOMO energy is -11.236 eV. The calculation puts the energy relative to the best compared isomer or geometry (same formula, charge and spin) at 44.8 kcal/mol.

# 2
# C26H55IrNO3P2

A structure of composition C26H55IrNO3P2 in a non-equilibrium geometry (ωB97M-V/def2-TZVPD, the OMol25 dataset).

```
! RIJCOSX wB97M-V def2-TZVPD def2/J DEFGRID3
* xyz 4 6
Ir 0.0000 0.0000 0.0000
C 1.9874 -0.1442 -0.3916
O 3.1419 -0.1910 -0.5695
C -1.9480 0.3473 0.4781
O -3.0386 0.6212 0.7954
P 0.0433 2.2616 -1.0531
C -0.3161 2.2432 -2.8934
H -0.3051 3.2806 -3.2473
C -1.2754 3.4407 -0.4265
H -2.1677 2.8060 -0.5015
C 1.7212 3.0987 -1.0119
H 2.3292 2.3456 -1.5310
C 1.4977 -3.2277 1.1713
P -0.0218 -2.4198 0.4471
H -0.7473 -3.9530 -1.3780
H 2.2417 -3.0458 0.3858
C -1.4626 -3.2538 1.2941
H -1.2310 -4.3255 1.3401
C -1.0883 3.7765 1.0603
H -2.0122 4.2139 1.4556
H -0.2879 4.5091 1.2007
H -0.8479 2.8892 1.6496
C -1.5400 4.7137 -1.2431
H -0.7092 5.4201 -1.1753
H -2.4307 5.2142 -0.8437
H -1.7261 4.5065 -2.3007
C 1.8554 4.4249 -1.7734
H 1.4350 4.3825 -2.7822
H 2.9175 4.6827 -1.8657
H 1.3683 5.2417 -1.2337
C 2.2956 3.2305 0.4059
H 3.3573 3.4963 0.3427
H 2.2064 2.2987 0.9657
H 1.7881 4.0166 0.9713
C 0.7615 1.4622 -3.6575
H 1.7341 1.9604 -3.6166
H 0.4774 1.3633 -4.7119
H 0.8879 0.4552 -3.2444
C -1.7130 1.6594 -3.1479
H -1.7944 0.6477 -2.7368
H -1.9100 1.6070 -4.2253
H -2.4998 2.2653 -2.6894
C 1.3691 -4.7406 1.3891
H 0.9803 -5.2567 0.5043
H 0.7036 -4.9626 2.2300
H 2.3505 -5.1688 1.6245
C 1.9998 -2.5074 2.4310
H 1.3280 -2.6564 3.2810
C -0.7959 -1.8986 -2.0768
H 2.0922 -1.4329 2.2598
H 2.9840 -2.9022 2.7089
C 1.2469 -3.3629 -1.9517
H -0.1643 -0.9737 -1.9995
H -0.8402 -2.0756 -3.1592
H -1.8056 -1.6935 -1.7193
C -0.1167 -3.0567 -1.3221
H 1.1176 -3.5915 -3.0165
H 1.7327 -4.2225 -1.4827
H 1.9198 -2.5026 -1.8728
C -2.7669 -3.0723 0.5065
H -3.0055 -2.0125 0.3809
H -3.5923 -3.5354 1.0597
H -2.7245 -3.5425 -0.4807
C -1.6156 -2.6988 2.7178
H -1.7339 -1.6105 2.6913
H -0.7491 -2.9278 3.3435
H -2.5024 -3.1323 3.1946
H -0.1962 -1.7505 -5.4739
H -0.1890 -1.0336 -5.6706
O 0.9572 0.7091 1.6014
C 0.7119 0.8298 2.8088
C 1.8810 1.2240 3.6820
C 1.6602 2.5229 4.4558
C 0.7623 2.3484 5.6825
C -0.6860 1.9507 5.3959
C -0.8351 0.5736 4.7482
N -0.5094 0.5750 3.3356
H 2.1398 0.4011 4.3835
H 2.7662 1.3725 3.0258
H 2.6501 2.8398 4.8518
H 1.2900 3.3255 3.7815
H 1.2173 1.5904 6.3596
H 0.7454 3.3146 6.2314
H -1.1870 1.9006 6.3874
H -1.2063 2.7219 4.7882
H -0.2435 -0.1961 5.2908
H -1.9077 0.2899 4.8414
H -1.2755 0.3673 2.7125
*
```

The HOMO-LUMO gap (alpha / beta) comes out at 0.1835 / 0.1418 hartree. The value obtained for the HOMO energy (alpha / beta) is -17.076 / -21.426 eV. The calculation puts the energy relative to the best compared isomer or geometry (same formula, charge and spin) at 0.0 kcal/mol.

# 3
# C26H55N3O9PS3

A cluster of 2 separate species, C26H55N3O9PS3 in total in a non-equilibrium geometry (ωB97M-V/def2-TZVPD, the OMol25 dataset).

```
! RIJCOSX wB97M-V def2-TZVPD def2/J DEFGRID3
* xyz 1 1
C -1.3544 3.9394 4.4840
C -2.2812 2.7485 5.0082
C -2.3076 1.4766 4.0066
C -2.6008 1.9789 2.5182
C -3.6190 1.0138 1.6947
C -3.2457 0.9282 0.1535
C -2.2557 -0.2893 -0.2845
C -1.8741 -1.2893 0.8719
C -0.8984 -0.8288 2.0105
C 0.4043 -1.7892 2.1108
S 1.8123 -0.9819 3.0148
C 3.2966 -1.5798 2.0432
S 4.1530 -0.3515 1.2550
N 3.6185 -2.9868 1.9743
C 3.5506 -3.6686 3.3002
C 2.1428 -4.3880 3.5969
C 4.8820 -3.2626 1.2416
C 6.2224 -2.9215 2.0763
O -3.0782 -1.0382 -1.2065
C -2.4837 -1.5841 -2.3858
O -3.4846 -1.2408 -3.3754
C -3.1906 -1.7063 -4.6995
C -2.8493 -0.5327 -5.7613
C -3.0510 -0.9880 -7.2754
P -2.4767 -3.4819 -2.0240
O -3.2016 -4.3172 -3.0610
O -0.9374 -4.1327 -1.8082
O -3.3072 -3.7635 -0.5426
C -1.1132 -0.9969 -2.9051
O -0.2826 -1.9149 -3.6578
N -0.1618 -0.4467 -1.8187
O 0.4043 -1.5276 -1.2146
C -1.0064 0.4659 -1.0009
N -0.3130 1.4653 -0.1630
C 1.1335 1.2139 0.0801
C -0.3383 2.7761 -0.8896
C -1.0761 4.0630 -0.2741
O 0.2222 2.9464 -1.9912
H -0.4756 3.6038 3.8418
H -2.0108 4.5787 3.7885
H -1.0280 4.6620 5.3109
H -3.3604 3.1362 5.0336
H -1.9401 2.4565 6.0490
H -1.2545 1.0242 4.0935
H -3.0272 0.6704 4.3707
H -1.6222 2.1475 1.9723
H -3.0917 3.0124 2.6121
H -4.6162 1.5857 1.7413
H -3.8236 0.0350 2.2234
H -2.8351 1.9484 -0.1484
H -4.2446 0.8506 -0.4087
H -1.4253 -2.2275 0.3822
H -2.8423 -1.6700 1.3534
H -0.5518 0.2445 2.0205
H -1.4341 -0.9863 3.0137
H 0.0696 -2.6677 2.7712
H 0.6946 -2.2482 1.1161
H 3.9004 -3.0036 4.1634
H 4.3208 -4.5188 3.2583
H 2.3029 -5.4073 4.0965
H 1.5992 -3.7594 4.3866
H 1.4729 -4.4632 2.6879
H 4.9031 -2.8280 0.1840
H 4.9110 -4.4012 1.0838
H 6.9614 -3.7823 2.1094
H 6.0154 -2.4855 3.1034
H 6.7403 -2.0820 1.4878
H -2.4492 -2.5765 -4.7702
H -4.1676 -2.1560 -5.1082
H -1.7732 -0.1597 -5.6660
H -3.5560 0.3251 -5.5124
H -2.7552 -0.0880 -7.9237
H -4.1217 -1.2785 -7.4994
H -2.3004 -1.8026 -7.5277
H -0.6149 -4.0635 -0.8871
H -3.2683 -4.7492 -0.4778
H -1.2875 -0.0902 -3.5885
H 0.4329 -1.3494 -4.0127
H 0.5597 0.0825 -2.3583
H 1.3448 -1.3455 -0.9848
H -1.5549 1.1069 -1.7900
H 1.3629 0.1847 0.5325
H 1.5242 1.9791 0.8217
H 1.7911 1.2958 -0.8572
H -0.7616 5.0213 -0.8071
H -0.9490 4.1321 0.8571
H -2.2057 3.9728 -0.4532
C 2.9909 4.4709 -2.2006
S 4.4357 3.5251 -1.6761
O 4.0093 2.6450 -0.5434
C 5.3249 4.9253 -0.9663
H 2.2704 3.7840 -2.6449
H 2.5373 4.9653 -1.3395
H 3.2908 5.2110 -2.9442
H 4.7233 5.3900 -0.1834
H 5.5468 5.6505 -1.7507
H 6.2582 4.5599 -0.5374
*
```

The HOMO-LUMO gap comes out at 0.2670 hartree. The value obtained for the HOMO energy is -10.494 eV.

# 4
# C26H55N4O3PS

A cluster of 3 separate species, C26H55N4O3PS in total in a non-equilibrium geometry (ωB97M-V/def2-TZVPD, the OMol25 dataset).

```
! RIJCOSX wB97M-V def2-TZVPD def2/J DEFGRID3
* xyz 0 1
C 3.9116 0.1265 2.0246
O 3.7795 1.4784 1.6667
C 2.4582 1.8524 1.3314
C 2.2223 1.9784 -0.1760
C 2.8993 0.9360 -1.0649
C 2.0369 -0.2786 -1.4347
C 1.1621 -0.8054 -0.2899
C 0.9329 -2.3016 -0.4401
C -0.1592 -2.9179 0.4615
C -1.0511 -1.9207 1.1805
C -2.1185 -1.3959 0.2103
C -2.7478 -0.0703 0.6306
C -1.8998 1.0614 0.3258
N -1.2601 2.0023 0.0586
C -3.0665 0.0041 2.1677
C -1.9403 0.5669 2.8761
N -0.9405 0.8969 3.3875
P -4.2994 0.1996 -0.4166
O -4.9571 -1.2011 -0.7303
O -5.3552 1.0666 0.4037
S -3.8182 1.0656 -2.0867
H 4.8633 0.0266 2.5246
H 3.1033 -0.1978 2.6740
H 3.9226 -0.5340 1.1598
H 2.3172 2.8428 1.7466
H 1.7235 1.2268 1.8231
H 1.1582 2.0256 -0.3729
H 2.6358 2.9348 -0.4635
H 3.1310 1.4394 -1.9952
H 3.8530 0.6199 -0.6720
H 1.3436 0.0557 -2.1958
H 2.6605 -1.0722 -1.8216
H 0.2520 -0.2226 -0.3054
H 1.6402 -0.6194 0.6603
H 0.7937 -2.5341 -1.4860
H 1.8649 -2.7831 -0.1715
H 0.2766 -3.6247 1.1494
H -0.8120 -3.5134 -0.1700
H -1.5717 -2.4725 1.9562
H -0.4978 -1.1433 1.6865
H -1.6552 -1.2784 -0.7577
H -2.8894 -2.1462 0.1463
H -3.8681 0.7155 2.2925
H -3.3156 -0.9573 2.5819
H -4.8488 -1.3096 -1.6815
H -4.9739 1.9495 0.4874
C -4.5525 5.7891 4.7528
C -3.2973 5.0561 4.3030
N -2.6799 5.6358 3.1271
C -1.6411 4.7936 2.5541
C -0.3869 4.5235 3.3898
C -2.3666 7.0507 3.2153
C -1.4256 7.5120 4.3375
H -5.2868 5.8390 3.9477
H -5.0052 5.2594 5.5919
H -4.3381 6.8035 5.0901
H -3.5800 4.0272 4.0606
H -2.6030 4.9929 5.1556
H -1.3434 5.2161 1.5911
H -2.0964 3.8279 2.3096
H 0.2872 5.3786 3.4235
H 0.1723 3.6967 2.9483
H -0.6342 4.2392 4.4131
H -3.3067 7.5993 3.3136
H -1.9621 7.3736 2.2534
H -1.6529 7.0347 5.2914
H -1.5280 8.5898 4.4797
H -0.3811 7.3223 4.0971
C 0.8185 -5.0785 -2.7524
C 1.6230 -4.5297 -3.9203
N 2.9153 -5.1655 -4.0783
C 3.7795 -4.4743 -5.0198
C 3.3525 -4.4181 -6.4921
C 2.8938 -6.6137 -4.1856
C 2.0819 -7.2414 -5.3279
H 1.3780 -4.9950 -1.8197
H -0.1053 -4.5074 -2.6450
H 0.5363 -6.1219 -2.8973
H 1.7922 -3.4644 -3.7374
H 1.0074 -4.5934 -4.8317
H 4.7789 -4.9128 -4.9584
H 3.8969 -3.4469 -4.6611
H 3.5105 -5.3687 -6.9989
H 3.9561 -3.6755 -7.0175
H 2.3079 -4.1299 -6.6094
H 2.5179 -7.0158 -3.2417
H 3.9251 -6.9696 -4.2417
H 1.1122 -6.7601 -5.4602
H 1.8955 -8.2944 -5.1073
H 2.6164 -7.2070 -6.2755
*
```

The HOMO-LUMO gap comes out at 0.2930 hartree. The value obtained for the HOMO energy is -8.010 eV. The structure (SMILES) is COCCCCCCCCC[C@](C#N)(CC#N)P(O)(O)=S.CCN(CC)CC.CCN(CC)CC.

# 5
# C26H55NO7

A cluster of 3 separate species, C26H55NO7 in total in a non-equilibrium geometry (ωB97M-V/def2-TZVPD, the OMol25 dataset).

```
! RIJCOSX wB97M-V def2-TZVPD def2/J DEFGRID3
* xyz 0 1
C 2.4193 3.6903 0.6488
C 3.8645 3.1938 0.4934
C 4.1877 2.1487 1.5661
C 5.1780 1.0432 1.1093
C 4.6194 -0.3644 1.3497
O 4.0685 -0.9900 0.1839
C 3.0052 -0.3128 -0.3553
O 3.1900 0.5832 -1.1719
N 1.6973 -0.6954 0.0044
C 1.6295 -1.6547 1.1102
C 0.4517 -1.4173 2.0396
O 0.7731 -2.0178 3.2932
C 0.9856 -1.1910 -1.1869
C -0.5443 -1.1614 -1.0971
C -1.1210 0.1210 -0.4885
C -1.0465 1.2628 -1.5158
C -2.6226 -0.1234 -0.2083
C -2.9407 -0.5478 1.2456
C -4.3848 -0.3195 1.6439
C -4.7400 0.6256 2.5578
C -4.2261 2.0363 2.4292
C -5.6166 0.2649 3.7207
H 2.3353 4.3575 1.5051
H 2.0849 4.2067 -0.2492
H 1.7387 2.8522 0.7921
H 4.5403 4.0454 0.5496
H 3.9467 2.7913 -0.5137
H 3.2773 1.6865 1.9470
H 4.6246 2.6800 2.4120
H 5.4572 1.1668 0.0687
H 6.0551 1.1314 1.7475
H 3.9216 -0.3332 2.1879
H 5.4341 -1.0104 1.6666
H 2.5046 -1.6423 1.7451
H 1.5385 -2.6806 0.7380
H -0.4647 -1.8658 1.6570
H 0.2727 -0.3517 2.1917
H 0.1804 -1.6964 3.9723
H 1.2805 -0.6564 -2.0830
H 1.2802 -2.2352 -1.3490
H -0.9241 -1.2174 -2.1160
H -0.9045 -2.0180 -0.5259
H -0.6046 0.4473 0.4099
H -0.0237 1.5079 -1.7915
H -1.6441 0.9638 -2.3774
H -1.5458 2.1434 -1.1134
H -2.9700 -0.9174 -0.8722
H -3.1971 0.7692 -0.4454
H -2.3099 0.0206 1.9255
H -2.8012 -1.6183 1.3824
H -5.1496 -0.9493 1.1964
H -3.6435 2.1405 1.5194
H -3.5906 2.3492 3.2642
H -5.0994 2.6829 2.3695
H -6.4951 0.9186 3.7889
H -5.0626 0.4116 4.6472
H -5.9358 -0.7697 3.6601
C 0.2550 4.3771 -3.8576
O -1.1094 4.0073 -3.9470
C -1.9913 5.0384 -3.5319
C -2.6382 5.7255 -4.7128
O -1.6941 6.4752 -5.4616
C -1.3025 5.8372 -6.6631
H 0.8415 3.5923 -4.3324
H 0.4497 5.3233 -4.3687
H 0.5632 4.4567 -2.8093
H -1.4699 5.7672 -2.9044
H -2.7742 4.5685 -2.9270
H -3.3888 6.4311 -4.3420
H -3.1460 4.9937 -5.3478
H -2.1269 5.8365 -7.3843
H -0.9734 4.8104 -6.4846
H -0.4737 6.4046 -7.0831
C 1.1308 -4.9583 2.5119
O 0.5988 -5.2779 1.2338
C 1.4798 -6.0579 0.4400
C 1.0591 -7.5095 0.4059
O 1.2262 -8.1310 1.6705
C 0.0102 -8.2954 2.3758
H 0.3406 -4.4944 3.0934
H 1.4832 -5.8508 3.0364
H 1.9503 -4.2425 2.4112
H 2.5092 -5.9677 0.7991
H 1.4388 -5.6563 -0.5783
H 1.6986 -8.0449 -0.3033
H 0.0243 -7.5979 0.0623
H -0.6132 -9.0572 1.8951
H -0.5465 -7.3572 2.4421
H 0.2552 -8.6312 3.3821
*
```

The HOMO-LUMO gap comes out at 0.3043 hartree. The value obtained for the HOMO energy is -7.788 eV. The structure (SMILES) is CCCCCOC(=O)N(CCO)CC[C@@H](C)CCC=C(C)C.COCCOC.COCCOC.